# 1
ORCA calculation (ωB97M-V/def2-TZVPD) on a 2-piece molecular cluster, C5H9NO overall at a distorted geometry.

CARTESIAN COORDINATES (ANGSTROEM)
C (0.19, 1.99, 2.14)
C (0.92, -0.16, -1.32)
C (-0.39, 0.01, -1.46)
C (0.17, -0.31, 1.30)
C (-1.38, -1.09, -1.55)
N (0.32, 0.76, 1.89)
O (0.91, -1.39, 1.37)
H (0.59, 2.74, 1.48)
H (-0.29, 2.30, 3.06)
H (1.36, -1.14, -1.28)
H (1.60, 0.67, -1.27)
H (-0.79, 1.01, -1.50)
H (-2.17, -0.95, -0.81)
H (-0.91, -2.06, -1.38)
H (-1.85, -1.09, -2.54)
H (1.74, -1.28, 1.87)

Its total energy is -325.76958 hartree. As for the multiplicity: 1. The LUMO energy (alpha / beta) is 0.4 / 0.4 eV. As for the net charge: 0. The value obtained for the HOMO energy (alpha / beta) is -7.62 / -7.62 eV.


# 2
ORCA calculation (ωB97M-V/def2-TZVPD) on C23H35B2N10O4Os as an isolated structure at a distorted geometry.

CARTESIAN COORDINATES (ANGSTROEM)
Os (-0.67, 0.57, -0.72)
C (1.99, -1.27, -2.42)
C (2.28, -0.26, -1.37)
C (3.52, 0.14, -0.93)
C (3.29, 1.11, 0.05)
N (1.99, 1.28, 0.19)
N (1.31, 0.44, -0.66)
B (1.25, 2.27, 1.16)
N (0.21, 1.40, 1.93)
C (-0.02, 1.29, 3.22)
C (-1.19, 0.55, 3.43)
C (-1.65, 0.21, 2.19)
C (-2.89, -0.57, 1.91)
N (-0.78, 0.73, 1.24)
N (0.46, 3.27, 0.28)
C (0.17, 4.57, 0.42)
C (-0.74, 4.92, -0.56)
C (-1.00, 3.75, -1.27)
C (-1.93, 3.58, -2.42)
N (-0.27, 2.75, -0.75)
N (2.26, 2.89, 2.05)
C (2.89, 4.10, 2.09)
C (3.83, 4.04, 3.08)
C (3.73, 2.74, 3.61)
C (4.54, 2.13, 4.71)
N (2.80, 2.05, 2.99)
H (2.88, -1.88, -2.57)
H (1.17, -1.92, -2.17)
H (1.78, -0.78, -3.38)
H (4.47, -0.22, -1.27)
H (3.99, 1.68, 0.64)
H (0.66, 1.74, 3.93)
H (-1.64, 0.30, 4.37)
H (-3.59, -0.40, 2.72)
H (-3.36, -0.28, 0.98)
H (-2.65, -1.63, 1.86)
H (0.59, 5.16, 1.21)
H (-1.16, 5.90, -0.73)
H (-2.27, 4.56, -2.76)
H (-1.46, 3.08, -3.26)
H (-2.82, 3.02, -2.12)
H (2.67, 4.90, 1.41)
H (4.50, 4.83, 3.39)
H (5.09, 2.89, 5.26)
H (3.91, 1.58, 5.40)
H (5.27, 1.43, 4.30)
N (-0.87, 0.32, -2.89)
N (-2.24, 0.32, -3.19)
C (-3.13, 0.27, -2.15)
O (-4.29, 0.01, -2.21)
O (-2.53, 0.66, -0.96)
H (-0.40, 1.02, -3.46)
H (-0.49, -0.61, -3.08)
H (-2.53, -0.09, -4.06)
C (-2.00, -4.46, 0.80)
C (-0.98, -3.82, -0.13)
C (0.37, -4.51, 0.01)
O (-0.77, -2.43, 0.33)
B (-0.83, -1.63, -0.74)
O (-1.12, -2.24, -1.92)
C (-1.47, -3.65, -1.62)
C (-2.98, -3.75, -1.80)
C (-0.75, -4.52, -2.63)
H (-1.59, -4.50, 1.80)
H (-2.22, -5.48, 0.48)
H (-2.93, -3.90, 0.82)
H (0.67, -4.48, 1.05)
H (1.14, -4.01, -0.58)
H (0.31, -5.55, -0.30)
H (-3.51, -3.06, -1.14)
H (-3.32, -4.76, -1.60)
H (-3.23, -3.51, -2.83)
H (0.32, -4.34, -2.63)
H (-1.14, -4.32, -3.63)
H (-0.92, -5.57, -2.41)

Its total energy is -1885.98691 hartree. As for the multiplicity: 2. The LUMO energy (alpha / beta) is -9.3 / -9.1 eV. As for the net charge: +2. The value obtained for the HOMO energy (alpha / beta) is -14.31 / -14.31 eV. The expectation value of S² is 0.937.


# 3
ORCA calculation (ωB97M-V/def2-TZVPD) on a 2-piece molecular cluster, C7H7N5 overall at a distorted geometry.

CARTESIAN COORDINATES (ANGSTROEM)
C (-1.26, 0.37, -2.09)
C (-0.21, 0.64, -1.52)
C (1.03, 0.94, -0.85)
C (1.58, 2.15, -0.92)
C (1.64, -0.13, -0.10)
C (2.15, -1.03, 0.53)
H (-2.12, 0.15, -2.57)
H (1.10, 2.95, -1.49)
H (2.52, 2.37, -0.40)
H (2.59, -1.82, 1.08)
N (-0.08, -0.52, 2.35)
C (-0.86, -0.64, 1.25)
N (-2.10, -0.10, 1.16)
N (-2.55, -0.42, -0.02)
N (-1.61, -1.12, -0.60)
N (-0.52, -1.31, 0.15)
H (-0.43, 0.00, 3.15)
H (0.83, -0.94, 2.38)
H (-1.69, -1.54, -1.51)

Its total energy is -544.45965 hartree. As for the multiplicity: 1. As for the SMILES: C#CC(=C)C#C.Nc1nn[nH]n1. The LUMO energy is 0.4 eV. As for the net charge: 0. The value obtained for the HOMO energy is -8.47 eV.


# 4
ORCA calculation (ωB97M-V/def2-TZVPD) on C24H32BCl4F4Ge2N2O6P2Ti as an isolated structure at a distorted geometry.

CARTESIAN COORDINATES (ANGSTROEM)
Ti (-0.04, 0.32, 0.78)
N (-0.68, 4.05, 2.23)
C (-0.85, 3.76, 0.76)
C (-1.24, 5.00, -0.02)
P (0.67, 2.97, 0.04)
O (1.28, 2.43, 1.45)
O (1.53, 3.93, -0.65)
O (0.13, 1.73, -0.65)
P (-2.26, 2.55, 0.85)
O (-2.63, 2.18, -0.65)
O (-3.36, 3.28, 1.53)
O (-1.60, 1.39, 1.56)
H (-0.05, 4.83, 2.41)
H (-0.32, 3.21, 2.72)
H (-1.62, 4.24, 2.61)
H (-0.51, 5.80, 0.11)
H (-2.23, 5.35, 0.28)
H (-1.26, 4.75, -1.08)
H (2.05, 1.83, 1.34)
H (-3.49, 2.57, -0.87)
F (0.04, -0.29, 2.76)
B (0.61, 0.52, 3.90)
F (0.36, -0.20, 5.03)
F (1.95, 0.70, 3.64)
F (-0.06, 1.76, 3.91)
Cl (4.04, -0.44, 1.75)
C (3.80, -0.97, 0.12)
C (4.86, -1.54, -0.57)
C (4.68, -1.96, -1.87)
C (3.45, -1.79, -2.49)
C (2.40, -1.22, -1.79)
Cl (0.90, -1.03, -2.63)
C (2.51, -0.81, -0.44)
N (1.49, -0.34, 0.32)
H (5.81, -1.64, -0.07)
H (5.50, -2.41, -2.41)
H (3.30, -2.09, -3.51)
Cl (1.15, -3.34, 1.29)
C (1.81, -4.25, -0.06)
Cl (1.40, -5.98, 0.00)
H (2.89, -4.16, -0.05)
H (1.39, -3.85, -0.98)
C (-2.56, -1.24, -3.48)
Ge (-2.37, -2.52, -1.98)
C (-1.03, -3.84, -2.59)
C (-4.07, -3.54, -2.00)
Ge (-1.94, -1.40, 0.17)
C (-2.09, -2.92, 1.46)
C (-1.96, -2.70, 2.84)
C (-1.99, -3.74, 3.75)
C (-2.12, -5.05, 3.31)
C (-2.24, -5.30, 1.95)
C (-2.23, -4.24, 1.05)
C (-3.78, -0.62, 0.46)
C (-4.61, -0.29, -0.61)
C (-5.86, 0.30, -0.41)
C (-6.30, 0.57, 0.87)
C (-5.49, 0.24, 1.95)
C (-4.25, -0.34, 1.74)
H (-2.00, -1.60, -4.35)
H (-2.20, -0.25, -3.24)
H (-3.61, -1.16, -3.77)
H (-1.39, -4.30, -3.51)
H (-0.87, -4.63, -1.85)
H (-0.07, -3.36, -2.79)
H (-4.44, -3.59, -3.02)
H (-4.83, -3.07, -1.38)
H (-3.93, -4.56, -1.63)
H (-1.81, -1.69, 3.21)
H (-1.89, -3.53, 4.81)
H (-2.12, -5.87, 4.02)
H (-2.33, -6.31, 1.59)
H (-2.32, -4.48, 0.00)
H (-4.29, -0.48, -1.63)
H (-6.47, 0.56, -1.27)
H (-7.27, 1.02, 1.03)
H (-5.81, 0.46, 2.96)
H (-3.63, -0.56, 2.60)

Its total energy is -9446.46215 hartree. As for the multiplicity: 1. The LUMO energy is 2.1 eV. As for the net charge: -1. The value obtained for the HOMO energy is -5.44 eV.


# 5
ORCA calculation (ωB97M-V/def2-TZVPD) on one molecule with the formula C3H8ClOPS at a distorted geometry.

CARTESIAN COORDINATES (ANGSTROEM)
C (-2.77, -0.02, -0.09)
C (-1.46, -0.45, 0.50)
P (-0.02, 0.42, -0.40)
Cl (-0.47, 2.40, 0.09)
S (1.44, -0.05, 1.19)
C (2.91, -0.01, 0.08)
O (2.80, -0.91, -0.97)
H (-2.82, 1.17, 0.14)
H (-2.64, -0.09, -1.16)
H (-3.70, -0.65, 0.27)
H (-1.03, -1.50, 0.18)
H (-1.43, -0.31, 1.65)
H (3.23, 0.99, -0.40)
H (3.84, -0.33, 0.62)
H (2.11, -0.65, -1.71)

Its total energy is -1394.06168 hartree. As for the multiplicity: 1. As for the SMILES: CCP(Cl)SCO. The LUMO energy is 0.5 eV. As for the net charge: 0. The value obtained for the HOMO energy is -9.43 eV.


# 6
ORCA calculation (ωB97M-V/def2-TZVPD) on C25H21AlBrN15O3 as an isolated structure at a distorted geometry.

CARTESIAN COORDINATES (ANGSTROEM)
Al (1.41, 0.15, 1.58)
N (2.16, -0.09, 4.62)
C (1.59, -1.21, 4.11)
N (1.10, -2.26, 4.79)
N (0.79, -3.16, 3.88)
N (1.04, -2.63, 2.73)
N (1.54, -1.41, 2.80)
C (3.06, 0.60, 3.81)
N (4.02, 1.37, 4.26)
N (4.68, 1.76, 3.16)
N (4.14, 1.29, 2.10)
N (3.08, 0.53, 2.46)
H (2.29, -0.03, 5.62)
Br (-6.02, -4.40, -8.24)
C (-4.87, -3.93, -6.81)
C (-4.59, -4.87, -5.82)
C (-3.73, -4.53, -4.80)
C (-3.13, -3.26, -4.75)
C (-3.43, -2.34, -5.75)
C (-4.31, -2.66, -6.77)
N (-2.18, -2.88, -3.78)
N (-2.18, -3.59, -2.76)
C (-1.30, -3.34, -1.70)
C (-1.18, -4.45, -0.86)
C (-0.37, -4.37, 0.24)
C (0.30, -3.20, 0.54)
O (1.20, -3.36, 1.62)
C (0.18, -2.02, -0.23)
N (0.81, -0.84, 0.08)
C (0.20, 0.39, -0.47)
C (-0.35, 0.23, -1.84)
C (-0.74, -0.97, -2.26)
C (-0.63, -2.14, -1.40)
H (-5.05, -5.84, -5.86)
H (-3.49, -5.24, -4.02)
H (-2.98, -1.35, -5.70)
H (-4.56, -1.94, -7.53)
H (-1.72, -5.35, -1.11)
H (-0.24, -5.21, 0.91)
H (1.00, 1.15, -0.49)
H (-0.43, 1.10, -2.47)
H (-1.15, -1.12, -3.25)
C (-2.13, 0.18, 0.64)
C (-0.82, 0.95, 0.61)
N (-1.12, 2.36, 0.40)
O (-0.16, 0.79, 1.86)
H (-2.66, 0.29, -0.31)
H (-2.75, 0.59, 1.44)
H (-1.94, -0.87, 0.83)
H (-1.59, 2.50, -0.49)
H (-0.27, 2.91, 0.41)
N (3.05, 7.00, 3.81)
C (2.91, 6.75, 2.48)
O (3.05, 7.60, 1.63)
C (2.57, 5.33, 2.13)
C (1.70, 4.58, 2.91)
C (1.37, 3.30, 2.50)
N (1.86, 2.75, 1.39)
C (2.69, 3.47, 0.64)
C (3.06, 4.77, 0.96)
H (3.33, 7.92, 4.09)
H (3.17, 6.25, 4.48)
H (1.27, 4.98, 3.82)
H (0.68, 2.69, 3.07)
H (3.08, 3.00, -0.25)
H (3.72, 5.34, 0.33)

Its total energy is -4828.79336 hartree. As for the multiplicity: 1. The LUMO energy is -0.9 eV. As for the net charge: 0. The value obtained for the HOMO energy is -7.71 eV.


# 7
ORCA calculation (ωB97M-V/def2-TZVPD) on one molecule with the formula C16H17NO7S at a distorted geometry.

CARTESIAN COORDINATES (ANGSTROEM)
C (-1.73, -4.20, -1.12)
O (-1.80, -3.67, 0.19)
C (-1.94, -2.33, 0.33)
C (-2.01, -1.85, 1.64)
C (-2.15, -0.50, 1.90)
C (-2.23, 0.42, 0.86)
O (-2.35, 1.76, 0.99)
C (-2.44, 2.30, 2.29)
C (-2.16, -0.07, -0.44)
S (-2.25, 1.07, -1.82)
O (-3.50, 1.76, -1.85)
O (-1.86, 0.35, -3.00)
N (-1.09, 2.23, -1.48)
C (0.10, 1.83, -0.86)
C (0.68, 2.58, 0.15)
C (1.84, 2.16, 0.76)
C (2.45, 0.96, 0.37)
O (3.59, 0.63, 1.06)
C (4.25, -0.55, 0.70)
C (4.83, -0.55, -0.71)
O (5.12, -1.55, -1.31)
O (5.00, 0.67, -1.20)
C (1.87, 0.21, -0.64)
C (0.71, 0.64, -1.26)
C (-2.02, -1.42, -0.71)
H (-1.62, -5.27, -1.00)
H (-0.86, -3.80, -1.66)
H (-2.64, -3.98, -1.69)
H (-1.94, -2.56, 2.45)
H (-2.19, -0.17, 2.93)
H (-3.30, 1.90, 2.83)
H (-1.53, 2.11, 2.87)
H (-2.56, 3.37, 2.16)
H (-1.52, 3.04, -1.06)
H (0.21, 3.51, 0.46)
H (2.30, 2.74, 1.54)
H (5.09, -0.63, 1.40)
H (3.62, -1.44, 0.82)
H (5.38, 0.64, -2.09)
H (2.32, -0.71, -0.98)
H (0.27, 0.07, -2.06)
H (-1.97, -1.70, -1.75)

Its total energy is -1599.49816 hartree. As for the multiplicity: 1. As for the SMILES: COc1ccc(OC)c(S(=O)(=O)Nc2ccc(OCC(=O)O)cc2)c1. The LUMO energy is 0.5 eV. As for the net charge: 0. The value obtained for the HOMO energy is -8.24 eV.


# 8
ORCA calculation (ωB97M-V/def2-TZVPD) on C19H32InO2S as an isolated structure at a distorted geometry.

CARTESIAN COORDINATES (ANGSTROEM)
C (-1.85, 4.99, 0.61)
C (-1.92, 3.69, -0.18)
C (-2.96, 3.50, -1.26)
C (-1.08, 2.64, 0.08)
C (0.42, 2.69, -0.03)
C (1.12, 1.80, 1.01)
C (2.55, 1.36, 0.68)
C (2.77, 1.03, -0.80)
C (2.98, 0.22, 1.63)
C (2.66, -1.21, 1.16)
In (0.70, -2.07, 1.72)
C (0.12, -3.51, 0.12)
C (-0.34, -2.84, -1.16)
C (-0.35, -1.46, -1.35)
C (-0.81, -0.87, -2.52)
C (-1.28, -1.65, -3.57)
C (-1.82, -1.00, -4.82)
C (-1.25, -3.03, -3.41)
C (-0.79, -3.60, -2.24)
S (0.73, -3.16, 4.02)
C (-0.61, -2.45, 5.00)
O (0.53, -4.61, 4.00)
O (1.95, -2.70, 4.72)
H (-0.99, 5.60, 0.36)
H (-2.78, 5.54, 0.46)
H (-1.80, 4.73, 1.66)
H (-3.37, 2.49, -1.18)
H (-3.81, 4.19, -1.12)
H (-2.50, 3.62, -2.23)
H (-1.49, 1.67, 0.38)
H (0.76, 3.73, 0.04)
H (0.61, 2.36, -1.05)
H (1.13, 2.32, 1.97)
H (0.51, 0.90, 1.13)
H (3.20, 2.21, 0.91)
H (3.62, 0.37, -0.95)
H (2.96, 1.93, -1.39)
H (1.91, 0.54, -1.25)
H (2.57, 0.43, 2.62)
H (4.07, 0.31, 1.75)
H (2.76, -1.33, 0.08)
H (3.39, -1.88, 1.62)
H (-0.64, -0.90, 1.78)
H (0.92, -4.22, -0.09)
H (-0.75, -4.05, 0.51)
H (0.01, -0.79, -0.57)
H (-0.80, 0.21, -2.60)
H (-1.70, 0.08, -4.75)
H (-2.90, -1.18, -4.88)
H (-1.35, -1.39, -5.73)
H (-1.59, -3.67, -4.22)
H (-0.79, -4.69, -2.16)
H (-0.64, -2.92, 5.98)
H (-1.55, -2.58, 4.46)
H (-0.43, -1.38, 5.09)

Its total energy is -1481.88819 hartree. As for the multiplicity: 1. The LUMO energy is 2.7 eV. As for the net charge: -1. The value obtained for the HOMO energy is -5.01 eV.


# 9
ORCA calculation (ωB97M-V/def2-TZVPD) on C9H24AsN3SSbSe4V as an isolated structure.

CARTESIAN COORDINATES (ANGSTROEM)
V (0.59, -0.21, -1.38)
C (0.35, -2.24, 0.82)
C (1.27, -2.81, -0.29)
N (0.82, -2.38, -1.62)
C (-0.39, -3.07, -2.09)
C (-1.28, -2.11, -2.89)
N (-1.35, -0.79, -2.26)
C (-2.31, -0.60, -1.17)
C (-1.86, -1.31, 0.10)
N (-0.43, -1.06, 0.36)
H (0.97, -1.93, 1.66)
H (-0.34, -3.00, 1.19)
H (1.32, -3.90, -0.20)
H (2.28, -2.41, -0.15)
H (1.55, -2.54, -2.32)
H (-0.92, -3.48, -1.23)
H (-0.12, -3.91, -2.74)
H (-2.27, -2.55, -3.03)
H (-0.81, -1.97, -3.87)
H (-1.49, -0.07, -2.96)
H (-3.32, -0.94, -1.44)
H (-2.35, 0.47, -0.98)
H (-2.03, -2.39, 0.01)
H (-2.46, -0.96, 0.94)
H (-0.36, -0.32, 1.06)
Se (2.01, -2.00, -4.84)
Sb (2.45, -0.06, -3.41)
Se (2.36, 0.76, 0.07)
Se (0.38, 1.97, -2.29)
Se (4.23, 1.31, -4.20)
C (0.31, 3.70, 1.07)
As (-0.12, 2.72, 2.66)
C (-0.69, 4.10, 3.90)
C (1.50, 2.08, 3.47)
S (-1.62, 1.26, 2.50)
H (-0.41, 4.51, 0.97)
H (0.25, 3.04, 0.21)
H (1.32, 4.09, 1.15)
H (0.07, 4.88, 3.98)
H (-0.86, 3.65, 4.88)
H (-1.62, 4.53, 3.54)
H (2.16, 2.93, 3.67)
H (1.98, 1.39, 2.78)
H (1.23, 1.58, 4.40)

Its total energy is -13945.67333 hartree. As for the multiplicity: 4. The LUMO energy (alpha / beta) is 2.3 / 1.8 eV. As for the net charge: -1. The value obtained for the HOMO energy (alpha / beta) is -3.85 / -3.71 eV. The expectation value of S² is 3.853.


# 10
ORCA calculation (ωB97M-V/def2-TZVPD) on C23H17BrClN5O9SSc as an isolated structure.

CARTESIAN COORDINATES (ANGSTROEM)
Sc (-0.71, -0.38, 0.23)
O (-1.26, -3.23, -3.24)
C (-1.13, -2.58, -2.09)
O (-1.30, -1.39, -1.97)
C (-0.81, -3.44, -0.92)
C (-0.69, -4.81, -0.94)
C (-0.36, -5.45, 0.26)
C (-0.18, -4.69, 1.40)
C (-0.33, -3.32, 1.32)
N (-0.65, -2.72, 0.18)
C (-0.15, -2.36, 2.49)
O (0.10, -2.83, 3.59)
O (-0.28, -1.13, 2.16)
H (-1.44, -2.56, -3.92)
H (-0.82, -5.36, -1.86)
H (-0.25, -6.52, 0.28)
H (0.08, -5.13, 2.36)
C (-3.54, 3.89, 2.55)
C (-2.20, 3.22, 2.59)
C (-1.17, 3.65, 3.41)
C (0.07, 3.03, 3.36)
C (0.23, 1.97, 2.49)
Br (1.92, 1.15, 2.36)
N (-0.75, 1.51, 1.72)
C (-1.93, 2.14, 1.76)
H (-3.70, 4.51, 3.44)
H (-4.35, 3.16, 2.51)
H (-3.62, 4.53, 1.67)
H (-1.32, 4.49, 4.08)
H (0.90, 3.36, 3.97)
H (-2.68, 1.78, 1.09)
C (0.31, 1.95, -3.03)
S (-0.35, 2.47, -1.48)
O (0.78, 2.73, -0.60)
O (-1.23, 3.57, -1.74)
O (-1.12, 1.26, -1.02)
H (0.89, 2.78, -3.43)
H (-0.51, 1.70, -3.70)
H (0.95, 1.08, -2.87)
Cl (7.26, 1.38, -2.28)
C (5.71, 0.64, -2.01)
C (4.71, 1.36, -1.37)
C (3.48, 0.76, -1.16)
C (3.25, -0.55, -1.60)
C (4.26, -1.24, -2.25)
C (5.50, -0.66, -2.46)
C (1.91, -1.20, -1.38)
O (1.65, -2.27, -1.93)
O (1.11, -0.54, -0.62)
H (4.90, 2.37, -1.05)
H (2.68, 1.31, -0.67)
H (4.06, -2.25, -2.59)
H (6.30, -1.19, -2.96)
N (-2.85, -0.72, 0.54)
C (-4.00, -0.57, 0.71)
N (-5.27, -0.48, 0.83)
C (-5.76, 0.50, 1.57)
N (-6.27, 1.33, 2.20)

Its total energy is -6031.17595 hartree. As for the multiplicity: 1. The LUMO energy is 1.8 eV. As for the net charge: -1. The value obtained for the HOMO energy is -6.34 eV.


# 11
ORCA calculation (ωB97M-V/def2-TZVPD) on a 2-piece molecular cluster, C6H8N2O4 overall at a distorted geometry.

CARTESIAN COORDINATES (ANGSTROEM)
O (3.04, 2.94, -1.07)
C (2.10, 2.12, -1.01)
C (1.66, 1.48, -2.24)
C (0.57, 0.66, -2.12)
N (0.10, 0.35, -0.86)
C (0.52, 0.72, 0.42)
O (0.24, 0.15, 1.57)
N (1.40, 1.74, 0.26)
H (2.00, 1.88, -3.10)
H (-0.03, 0.10, -2.88)
H (-0.59, -0.34, -0.68)
H (2.03, 2.07, 1.00)
C (-3.01, -3.31, 1.29)
C (-2.07, -2.27, 1.00)
O (-1.67, -1.94, -0.12)
O (-1.79, -1.59, 2.13)
H (-3.56, -3.39, 0.24)
H (-2.63, -4.18, 1.85)
H (-3.82, -2.79, 1.90)
H (-1.04, -0.95, 1.78)

Its total energy is -643.92307 hartree. As for the multiplicity: 1. As for the SMILES: O=c1cc[nH]c(=O)[nH]1.CC(=O)O. The LUMO energy is 0.1 eV. As for the net charge: 0. The value obtained for the HOMO energy is -9.72 eV.


Q: Among the records above, which one has the highest multiplicity?
A: C9H24AsN3SSbSe4V


Q: Number 7 is which compound?
A: C16H17NO7S


Q: multiplicity of number 4 (C24H32BCl4F4Ge2N2O6P2Ti)?
A: 1